No. 1
# C37H68BCl14F11N7O4

8 unconnected molecules or ions with the total composition C37H68BCl14F11N7O4 (wB97M-V/def2-TZVPD, OMol25).

- ΔE to the lowest compared entry with this formula, charge and spin (kcal per mole) = 26.44
- total charge = +1
- spin multiplicity = 1
- orbital gap (eV) = 8.82

XYZ file:
```
142
C37H68BCl14F11N7O4 | OMol25 | wB97M-V/def2-TZVPD
C -6.446 -0.837 0.218
O -5.119 -0.965 -0.293
C -4.552 -2.175 0.203
C -3.118 -1.957 0.688
C -2.850 -0.625 1.380
C -1.341 -0.458 1.604
C -0.601 0.403 0.530
C -0.202 1.714 1.210
C 0.963 2.493 0.555
B 1.940 3.005 1.727
N 2.222 4.402 1.877
O 2.476 2.085 2.599
N 1.642 1.619 -0.453
C 2.868 2.170 -0.982
O 2.604 3.506 -1.373
C 3.505 4.001 -2.257
F 3.374 5.338 -2.310
F 3.294 3.505 -3.503
F 4.777 3.700 -1.923
C 1.729 0.333 -0.007
N 2.830 -0.225 0.385
C 2.966 -1.598 0.861
C 4.352 -2.098 0.448
O 4.640 -1.557 -0.815
C 5.500 -2.348 -1.591
C 5.869 -1.480 -2.788
F 6.491 -0.363 -2.318
F 4.738 -1.070 -3.402
C 6.795 -2.203 -3.784
F 6.094 -3.230 -4.322
F 7.814 -2.739 -3.071
C 7.357 -1.324 -4.917
F 6.364 -0.627 -5.512
F 8.242 -0.425 -4.414
C 8.103 -2.091 -6.028
F 7.259 -2.815 -6.786
F 9.063 -2.878 -5.485
N 0.555 -0.400 0.043
C 0.335 -1.045 -1.269
C 0.178 -0.109 -2.469
C -0.219 -0.837 -3.755
C 0.947 -1.429 -4.536
N 2.122 -0.536 -4.568
C 2.991 -0.777 -5.667
N 3.536 -1.899 -5.896
N 3.276 0.304 -6.542
H -6.786 0.164 -0.036
H -6.468 -0.919 1.299
H -7.081 -1.591 -0.244
H -5.119 -2.629 1.021
H -4.512 -2.885 -0.627
H -2.436 -2.036 -0.164
H -2.866 -2.770 1.366
H -3.318 0.217 0.880
H -3.301 -0.692 2.371
H -0.857 -1.430 1.647
H -1.186 -0.017 2.585
H -1.345 0.579 -0.241
H -1.076 2.356 1.176
H 0.020 1.581 2.263
H 0.604 3.369 0.029
H 1.853 4.938 1.100
H 1.774 4.785 2.721
H 2.435 2.391 3.516
H 3.131 1.601 -1.878
H 3.740 2.118 -0.322
H 3.688 0.308 0.366
H 2.228 -2.249 0.421
H 2.932 -1.581 1.946
H 4.297 -3.186 0.394
H 5.098 -1.867 1.213
H 6.411 -2.617 -1.060
H 5.005 -3.250 -1.955
H 8.590 -1.350 -6.663
H -0.526 -1.707 -1.216
H 1.188 -1.688 -1.493
H 1.120 0.411 -2.605
H -0.552 0.679 -2.302
H -0.758 -0.132 -4.383
H -0.915 -1.637 -3.507
H 1.238 -2.396 -4.132
H 0.620 -1.619 -5.560
H 1.820 0.427 -4.654
H 3.284 -2.572 -5.174
H 2.437 0.752 -6.881
H 3.907 0.975 -6.125
Cl -0.114 5.043 3.409
C -1.594 5.609 4.241
C -2.292 4.482 4.958
Cl -2.986 3.293 3.822
H -2.235 6.071 3.496
H -1.289 6.371 4.956
H -3.116 4.879 5.547
H -1.614 3.952 5.621
Cl -7.119 1.982 -3.274
C -7.011 0.411 -4.114
C -5.844 -0.410 -3.636
Cl -4.278 0.299 -4.109
H -6.952 0.604 -5.182
H -7.937 -0.123 -3.909
H -5.888 -1.403 -4.080
H -5.841 -0.514 -2.553
Cl 2.230 3.214 5.831
C 3.771 2.826 6.657
C 4.948 3.472 5.973
Cl 5.227 2.754 4.367
H 3.870 1.745 6.687
H 3.687 3.195 7.677
H 5.852 3.319 6.561
H 4.797 4.539 5.844
Cl 3.996 5.991 3.806
C 3.781 7.722 3.442
C 3.554 8.540 4.687
Cl 1.981 8.175 5.446
H 2.948 7.816 2.750
H 4.687 8.057 2.940
H 3.548 9.599 4.435
H 4.331 8.363 5.426
Cl -5.320 -4.383 2.487
C -6.172 -4.446 4.064
C -7.606 -4.010 3.964
Cl -7.760 -2.265 3.619
H -5.616 -3.832 4.768
H -6.125 -5.479 4.404
H -8.107 -4.189 4.911
H -8.137 -4.552 3.184
Cl -5.130 -7.137 6.009
C -5.965 -7.200 7.585
C -7.401 -6.758 7.489
Cl -7.550 -5.013 7.136
H -5.405 -6.586 8.285
H -5.923 -8.234 7.924
H -7.903 -6.931 8.438
H -7.934 -7.302 6.713
Cl -5.876 -1.628 -7.017
C -4.185 -2.104 -7.314
C -3.841 -3.413 -6.652
Cl -3.815 -3.277 -4.873
H -3.543 -1.299 -6.964
H -4.067 -2.199 -8.392
H -2.847 -3.733 -6.959
H -4.552 -4.191 -6.918
```

Here are the Löwdin charges for atoms 1 to 2, given in e:
1 C -0.096
2 O -0.218

No. 2
# C25H30AsN5O5RuS

A molecular structure, C25H30AsN5O5RuS (wB97M-V/def2-TZVPD, OMol25).

- total charge = +2
- spin multiplicity = 1
- orbital gap (alpha / beta) (eV) = 4.90 / 4.90

XYZ file:
```
68
C25H30AsN5O5RuS | OMol25 | wB97M-V/def2-TZVPD
Ru -0.116 0.775 0.398
O -1.617 6.431 -1.384
C -1.297 5.361 -0.990
C -1.590 4.768 0.422
O -2.114 5.296 1.349
C -1.064 3.355 0.354
C -0.553 3.066 -0.927
O -0.170 1.866 -1.180
C -0.535 4.276 -1.808
O 0.032 4.389 -2.852
O -1.024 2.425 1.214
S -5.999 -2.211 -0.420
C -4.478 -1.311 -0.219
C -3.948 -1.056 1.046
C -2.731 -0.423 1.147
N -2.021 -0.042 0.070
C -2.554 -0.232 -1.147
C -3.774 -0.849 -1.328
C -5.309 -3.826 -0.062
C -4.828 -4.614 -1.095
C -4.285 -5.852 -0.771
N -4.200 -6.316 0.471
C -4.691 -5.558 1.447
C -5.258 -4.307 1.238
H -4.483 -1.345 1.939
H -2.302 -0.196 2.118
H -1.969 0.119 -1.988
H -4.168 -0.987 -2.325
H -4.883 -4.285 -2.123
H -3.904 -6.499 -1.552
H -4.637 -5.970 2.448
H -5.666 -3.741 2.064
C 4.801 2.671 -1.399
C 3.728 1.856 -2.086
N 2.670 1.507 -1.124
C 2.801 1.603 0.210
N 1.679 1.427 0.964
C 1.765 1.629 2.421
C 2.919 2.530 2.804
C 4.185 1.975 2.194
N 3.999 1.824 0.745
C 5.181 1.948 -0.122
H 4.426 3.668 -1.158
H 5.668 2.783 -2.046
H 4.156 0.936 -2.492
H 3.264 2.398 -2.908
H 1.721 1.592 -1.459
H 1.878 0.659 2.918
H 0.815 2.058 2.749
H 3.009 2.587 3.888
H 2.744 3.540 2.428
H 4.458 1.013 2.637
H 5.021 2.655 2.345
H 5.573 0.951 -0.343
H 5.943 2.486 0.437
C 0.387 -2.654 0.998
As 0.798 -1.377 -0.400
C 0.048 -2.226 -1.962
C 2.695 -1.619 -0.662
H 0.846 -3.608 0.741
H -0.692 -2.783 1.072
H 0.775 -2.323 1.961
H 0.471 -3.227 -2.041
H 0.296 -1.656 -2.856
H -1.033 -2.301 -1.867
H 2.884 -2.689 -0.738
H 3.254 -1.213 0.179
H 3.006 -1.130 -1.581
```

Here are the natural (NBO) charges for atoms 1 to 2, given in e:
1 Ru 0.893
2 O -0.333

> The highest total charge belongs to which entry?

C25H30AsN5O5RuS